C55H41IMnN6O5S | ωB97M-V/def2-TZVPD

Cartesian coordinates (Å):
Mn (0.003200, 0.122650, 0.043014)
C (-0.526036, -7.455739, -3.729726)
C (0.316714, -6.439271, -4.168461)
C (0.129040, -5.130649, -3.751355)
C (-0.913017, -4.797247, -2.869552)
C (-1.760730, -5.835537, -2.442457)
C (-1.570540, -7.141197, -2.866843)
C (-1.137489, -3.441471, -2.411194)
C (1.084720, -2.854264, -1.623091)
C (-0.120877, -2.303079, -2.368892)
C (-0.841018, -1.129357, -1.685812)
C (0.140053, -2.055620, 0.372299)
N (0.881512, -2.879811, -0.278601)
C (-0.421184, -2.436585, 1.631692)
C (-0.871149, -1.372038, 2.413335)
C (-1.449962, -1.198750, 3.693091)
C (-1.683877, 0.161126, 3.842165)
C (-1.269605, 0.809367, 2.646609)
C (-1.528966, 2.148386, 2.149076)
C (-1.374370, 3.362798, 2.954099)
C (-1.399734, 3.359596, 4.357483)
C (-1.243928, 4.527935, 5.089888)
C (-1.033813, 5.744276, 4.452874)
C (-0.935147, 5.758868, 3.067247)
C (-1.079251, 4.590569, 2.335438)
C (-1.951823, 2.195215, 0.833549)
N (-1.869817, 1.142612, -0.058558)
C (-2.912407, 1.357282, -0.960355)
C (-3.624961, 0.433256, -1.660764)
C (-4.852646, 0.870230, -2.404377)
C (-6.039133, 1.167943, -1.738493)
C (-7.165832, 1.580213, -2.441162)
C (-7.120377, 1.698889, -3.824829)
C (-5.947142, 1.386439, -4.501832)
C (-4.827284, 0.964765, -3.796101)
C (-3.398079, -0.976350, -1.697860)
C (-4.359193, -1.981628, -1.941521)
C (-3.719860, -3.207354, -2.058490)
C (-2.334711, -2.944698, -1.938019)
N (-2.190254, -1.602599, -1.610853)
C (-3.429447, 2.718256, -0.784058)
C (-2.856572, 3.219719, 0.312099)
N (-0.768595, -0.137703, 1.818059)
C (-0.510005, -3.845938, 2.047634)
C (-0.768421, -4.874046, 1.130478)
C (-0.909607, -6.188322, 1.545920)
C (-0.794369, -6.522842, 2.890846)
C (-0.520039, -5.520152, 3.810768)
C (-0.372877, -4.203066, 3.394741)
H (-0.365882, -8.479035, -4.048706)
H (1.137752, -6.671101, -4.837267)
H (0.798441, -4.356117, -4.097933)
H (-2.554226, -5.609305, -1.737551)
H (-2.230292, -7.924669, -2.508385)
H (0.227521, -2.017173, -3.364436)
H (-0.810342, -0.247195, -2.303568)
H (-1.710549, -1.974468, 4.396292)
H (-2.187538, 0.622328, 4.677007)
H (-1.530332, 2.428307, 4.888000)
H (-1.276526, 4.484026, 6.172953)
H (-0.911130, 6.656134, 5.026833)
H (-0.707017, 6.685113, 2.551573)
H (-0.899389, 4.607102, 1.268702)
H (-6.066327, 1.080798, -0.657244)
H (-8.080734, 1.812023, -1.906895)
H (-7.991758, 2.040452, -4.371129)
H (-5.902553, 1.475353, -5.581399)
H (-3.911118, 0.717557, -4.322120)
H (-5.417168, -1.792163, -2.049457)
H (-4.174361, -4.159710, -2.279337)
H (-4.211271, 3.161504, -1.379038)
H (-3.095605, 4.144271, 0.810153)
H (-0.867206, -4.631145, 0.081724)
H (-1.112731, -6.957462, 0.807265)
H (-0.904327, -7.550614, 3.214613)
H (-0.406988, -5.764080, 4.861725)
H (-0.106268, -3.440787, 4.115643)
C (4.962047, 3.377657, -3.838821)
C (4.541204, 2.277636, -2.898777)
C (3.923494, 1.131603, -3.393580)
C (3.511916, 0.116904, -2.541166)
C (3.705082, 0.253918, -1.175359)
C (4.327711, 1.380129, -0.659729)
C (4.746242, 2.382862, -1.523717)
S (3.166852, -1.067993, -0.061037)
O (2.023713, -3.335566, -2.230581)
O (4.257934, -1.114836, 0.951048)
N (1.824167, -0.328770, 0.626913)
C (2.152226, 0.469858, 1.824100)
C (1.657771, 1.858016, 1.551808)
O (2.175916, 2.869164, 2.009617)
O (0.629725, 1.842055, 0.749009)
H (4.092811, 3.776171, -4.369826)
H (5.666890, 3.006770, -4.588510)
H (5.439851, 4.196115, -3.297120)
H (3.741520, 1.050637, -4.461842)
H (3.024302, -0.775163, -2.926490)
H (4.476396, 1.471968, 0.412419)
H (5.224654, 3.271505, -1.121705)
H (3.213172, 0.477571, 2.035471)
H (1.646538, 0.093264, 2.721339)
N (1.562318, 3.089757, -1.728590)
C (0.631179, 2.192511, -2.066449)
O (0.728331, 0.989281, -1.656141)
C (-0.403386, 2.617744, -2.952265)
I (0.911691, 2.964902, -5.501218)
H (2.313443, 2.813028, -1.118641)
H (1.675393, 3.906174, -2.304715)
H (-0.651367, 3.665498, -3.015890)
H (-1.162807, 1.907308, -3.243324)

Forces on the atoms, in the same order (eV/Å):
0.10 0.80 0.24
-0.01 0.09 0.00
-0.04 0.03 0.04
-0.02 -0.03 -0.01
0.01 0.04 -0.04
-0.03 -0.05 0.05
0.02 0.04 0.00
0.20 -0.05 0.08
0.22 0.09 -0.22
-0.04 -0.05 0.15
-0.76 -0.84 -0.40
0.39 -1.09 -0.48
-0.11 0.24 0.10
-0.14 0.26 0.05
0.08 0.11 -0.19
-0.12 0.13 0.06
0.01 -0.10 0.03
0.10 -0.10 -0.13
-0.08 -0.18 -0.11
0.08 0.09 0.15
-0.09 0.05 -0.01
0.01 -0.01 -0.06
-0.01 -0.06 -0.01
-0.03 -0.03 0.00
0.04 -0.05 0.02
-0.09 -0.17 0.35
-0.15 0.31 -0.15
0.10 -0.11 0.09
-0.12 0.13 -0.17
0.13 -0.04 -0.09
-0.03 0.01 0.02
0.02 -0.02 -0.03
0.05 0.00 0.06
0.01 -0.03 0.05
-0.05 0.03 0.00
-0.05 -0.31 0.09
0.03 0.10 0.00
0.01 -0.04 0.09
-0.10 -0.01 -0.08
0.02 0.27 0.05
0.09 0.08 -0.06
0.07 0.05 -0.08
0.14 -0.10 0.18
0.05 -0.04 0.00
-0.03 0.04 0.03
0.00 0.01 -0.02
0.01 0.09 -0.02
0.00 0.03 -0.03
0.06 -0.02 -0.01
-0.01 0.03 0.00
-0.02 0.03 0.01
0.04 -0.01 0.06
0.09 -0.04 -0.03
0.01 0.05 0.00
-0.05 0.07 -0.02
0.14 0.36 0.18
0.04 0.04 -0.06
0.02 -0.04 -0.07
-0.01 0.08 -0.01
0.00 -0.01 -0.01
0.01 -0.04 -0.02
0.00 -0.03 -0.01
0.01 -0.01 0.02
0.00 0.02 -0.05
0.04 0.00 -0.01
0.01 -0.03 0.00
0.01 0.00 0.04
-0.04 0.03 0.03
0.06 -0.01 0.03
0.03 0.07 -0.03
0.00 -0.02 0.01
0.03 0.00 0.00
-0.01 -0.01 0.01
0.02 0.05 0.03
0.00 -0.01 0.00
0.02 0.01 -0.03
-0.03 -0.03 -0.02
-0.06 0.00 0.02
0.11 -0.05 0.02
-0.02 0.01 -0.14
-0.04 -0.01 0.06
0.17 0.00 0.16
0.04 0.03 0.05
0.03 0.04 -0.03
-0.44 0.28 -0.33
-0.16 0.07 0.34
-0.22 -0.10 0.02
0.58 -0.31 1.15
-0.12 -0.05 -0.44
-0.28 0.23 -0.23
-0.22 -0.13 -0.10
0.34 0.37 0.00
0.02 -0.05 -0.02
-0.05 0.03 0.02
0.01 -0.02 0.00
-0.02 0.00 0.10
0.05 0.09 0.01
0.04 -0.02 -0.12
-0.01 -0.03 -0.01
0.18 -0.10 0.01
-0.06 -0.12 -0.08
0.07 0.16 0.06
-0.14 -0.24 -0.25
-0.11 -0.12 -0.10
-0.23 -0.03 0.28
0.08 0.02 -0.05
0.00 -0.05 0.02
-0.01 0.00 0.02
0.07 -0.02 -0.05
0.09 -0.01 -0.02

Output
⟨S²⟩   8.968
Spin multiplicity   6
Gap between HOMO and LUMO (alpha / beta)   5.24 / 5.27 eV
Net charge   -2
Calculated total energy   -4672.0832 hartree
Energy above the lowest of the compared OMol25 structures with the same formula, charge and spin   76.58 kJ/mol
Maximum force   1.3 eV Å⁻¹

---

C55H42BBiBrF2N7OP2 | ωB97M-V/def2-TZVPD

Cartesian coordinates (Å):
Bi (18.698751, 14.396586, 10.453963)
C (21.414734, 16.415417, 9.633349)
P (21.396679, 15.479708, 11.192238)
C (21.647600, 16.934498, 12.417541)
C (20.866910, 16.872537, 13.566800)
C (21.019682, 17.862770, 14.527244)
C (22.081982, 18.782414, 14.466835)
C (22.833383, 18.814885, 13.277799)
C (22.576213, 17.947003, 12.223138)
C (23.100931, 14.732018, 11.229296)
C (23.411968, 14.236194, 12.449605)
C (24.733508, 13.738790, 12.717936)
C (25.736976, 13.775803, 11.799893)
C (25.407796, 14.323412, 10.505165)
C (24.117377, 14.771326, 10.251548)
C (20.879679, 15.627744, 8.461991)
C (21.234880, 15.741491, 7.128801)
C (20.623878, 14.598641, 6.492222)
C (19.821855, 13.952591, 7.415693)
C (19.184539, 12.576872, 7.105083)
P (19.256261, 11.517502, 8.586674)
C (18.163423, 10.115461, 8.328662)
C (18.590558, 8.905661, 7.984416)
C (17.798826, 7.703741, 7.990820)
C (16.564328, 7.838246, 8.453656)
C (15.941658, 9.157074, 8.868827)
C (16.667599, 10.431414, 8.380194)
C (20.945826, 10.960723, 8.730934)
C (21.720789, 11.197365, 9.868127)
C (23.005255, 10.670816, 10.002194)
C (23.577197, 9.903140, 8.949076)
C (22.945407, 9.790757, 7.784586)
C (21.635523, 10.267555, 7.655104)
N (19.983297, 14.583953, 8.655013)
H (20.794017, 17.328677, 9.794027)
H (22.424389, 16.736625, 9.371786)
H (20.299332, 16.021747, 13.870516)
H (20.390697, 17.760047, 15.382848)
H (22.196352, 19.480165, 15.251363)
H (23.602119, 19.551310, 13.286588)
H (23.169273, 17.995435, 11.382222)
H (22.692615, 14.293645, 13.234558)
H (24.855525, 13.380799, 13.723879)
H (26.736018, 13.437365, 11.953930)
H (26.113080, 14.424591, 9.672372)
H (23.872245, 15.059687, 9.207640)
H (21.882178, 16.475826, 6.698218)
H (20.601738, 14.350033, 5.444534)
H (18.195984, 12.791452, 6.796044)
H (19.757714, 12.199812, 6.270047)
H (19.652230, 8.694303, 8.029141)
H (18.179373, 6.747970, 7.637204)
H (15.882039, 6.983443, 8.557179)
H (14.852491, 9.224324, 8.537593)
H (17.380104, 11.655885, 9.992522)
H (21.292861, 11.800028, 10.677433)
H (23.411233, 10.840377, 10.995456)
H (24.616787, 9.546345, 9.016698)
H (23.415782, 9.294341, 6.944735)
H (21.052925, 10.235518, 6.711119)
Br (13.405898, 21.329072, 14.254765)
C (13.498916, 21.126796, 12.337555)
C (13.835863, 22.210528, 11.563943)
C (13.999339, 22.100053, 10.172658)
C (13.976911, 20.808725, 9.657032)
C (13.663598, 19.673162, 10.437665)
C (13.374633, 19.801449, 11.786590)
N (14.461770, 20.691589, 8.288408)
N (15.338096, 19.879975, 7.940427)
C (16.104763, 19.039173, 8.840342)
C (16.631077, 19.466493, 10.034313)
C (17.590034, 18.609540, 10.752699)
C (17.886455, 17.330631, 10.306238)
O (18.711893, 16.445668, 10.956511)
C (17.181691, 16.894603, 9.194945)
N (17.259232, 15.590068, 8.961473)
C (16.918141, 15.088034, 7.756699)
C (16.309340, 15.924130, 6.843767)
C (15.950760, 17.202489, 7.154310)
C (16.441133, 17.758366, 8.343148)
H (13.757308, 23.233451, 12.026922)
H (14.050240, 23.010629, 9.568000)
H (13.653753, 18.736792, 9.910813)
H (13.038267, 19.036828, 12.415024)
H (16.327165, 20.424510, 10.487623)
H (18.028865, 18.960019, 11.678705)
H (17.015782, 13.998622, 7.669140)
H (15.932619, 15.439555, 5.957485)
H (15.337129, 17.784435, 6.478623)
N (11.258382, 18.465637, 8.219152)
C (11.721744, 17.422473, 8.323348)
C (12.377022, 16.150024, 8.490417)
C (13.361512, 16.010385, 9.435927)
C (14.188436, 14.957540, 9.387616)
C (13.987399, 13.913025, 8.470638)
C (13.069075, 14.073819, 7.491513)
C (12.236644, 15.206888, 7.467102)
N (14.786871, 12.728222, 8.565427)
C (15.252269, 12.212373, 7.384954)
C (16.168834, 11.236662, 7.238132)
N (16.460614, 11.304081, 9.711003)
C (15.267544, 12.298853, 9.863100)
H (13.401638, 16.699018, 10.268660)
H (14.910898, 14.860125, 10.192142)
H (12.909289, 13.188876, 6.823271)
H (11.430298, 15.204733, 6.672233)
H (15.127182, 12.889274, 6.552897)
H (16.366852, 10.998528, 6.158266)
H (14.405275, 11.733887, 10.320344)
F (15.314712, 9.900615, 11.374979)
B (16.222182, 9.805681, 10.440480)
F (17.426844, 9.389895, 10.927315)

Forces on the atoms, in the same order (eV/Å):
0.03 -0.30 -1.02
-0.92 0.81 -0.85
1.30 1.27 0.25
-0.92 -1.90 -0.78
1.18 0.93 0.18
1.06 -0.07 0.18
-1.55 -1.30 -1.89
-0.75 0.10 1.25
-0.75 -0.11 2.22
-0.42 0.59 -0.64
2.31 -0.81 0.47
-1.87 0.41 0.80
-0.74 1.08 -2.48
-0.41 -0.16 0.78
-0.32 -0.21 -1.08
0.01 0.34 -0.06
-0.75 -1.67 0.74
-0.84 0.98 0.51
1.21 -0.43 -0.35
1.39 1.68 0.70
-0.67 1.02 0.96
-0.26 0.72 -1.29
1.37 -0.78 1.05
-0.64 -0.03 -0.48
-2.12 0.37 0.49
-0.62 0.19 0.00
0.23 0.50 1.06
2.41 -1.38 -1.83
-0.33 -0.07 0.09
-0.64 -0.40 -0.28
1.93 1.38 3.31
-2.29 -0.23 -2.40
-1.70 1.32 0.53
0.41 -0.49 -0.41
0.48 -0.54 0.05
-0.02 0.08 0.20
-0.74 -0.42 -0.51
-0.21 0.31 0.67
0.43 0.63 0.63
0.64 0.35 -0.63
1.11 0.04 -1.85
-0.33 -0.26 0.63
0.47 -0.24 0.21
0.42 -0.26 0.42
-0.02 -0.30 0.60
0.17 0.05 0.85
0.27 0.15 -0.08
0.34 -0.07 -0.11
-1.15 -0.60 -0.29
-0.02 -0.32 -0.31
0.25 0.35 -0.47
0.12 0.27 0.23
0.44 0.20 -0.07
1.29 -0.25 0.58
-0.70 0.20 -0.15
0.18 -0.31 -0.14
0.72 -0.21 -0.40
-0.62 0.04 0.28
-0.04 0.02 -0.01
0.75 -0.41 0.52
-0.18 -0.05 -0.72
0.47 -1.74 0.09
-1.01 1.80 0.18
-0.59 -0.48 0.76
1.26 -0.24 -0.23
-0.17 0.88 -0.07
0.51 3.03 -0.72
-0.24 -0.45 0.05
-0.23 0.30 0.41
-0.27 0.96 0.26
1.21 -1.03 0.93
-0.74 0.54 -0.69
0.32 0.86 2.11
-0.95 1.54 -0.29
-0.52 0.16 -1.25
0.80 -2.04 -1.79
0.02 0.21 2.35
-0.83 -1.02 -0.89
0.36 0.30 -0.04
-0.27 -0.38 0.68
0.45 -1.21 -0.49
0.38 -0.61 0.03
-0.11 -0.28 0.12
-0.23 -1.23 0.65
0.42 -0.59 -0.37
0.02 0.07 -0.07
-0.11 0.64 -0.28
0.05 0.19 -0.37
0.05 0.05 0.08
-0.24 0.52 -0.12
-0.07 -0.66 0.57
-1.06 0.80 -2.32
-0.41 0.84 0.70
0.72 -1.46 1.27
2.56 -0.71 1.50
-1.94 -0.72 -1.56
-0.33 -1.23 -0.69
-0.40 1.02 -0.88
0.72 0.77 0.48
-0.44 -0.50 -1.36
-1.24 -0.83 -0.62
0.93 -1.09 0.36
0.25 0.21 -0.13
0.00 -0.40 -0.28
-0.05 1.19 0.41
1.08 0.57 1.17
-0.60 -0.25 -0.41
0.34 -0.03 1.35
1.12 0.39 -0.16
-2.11 -0.20 1.71
0.79 0.05 -2.40
1.03 -0.23 0.41

Output
Gap between HOMO and LUMO   4.84 eV
Calculated total energy   -6275.3794 hartree
Energy above the lowest of the compared OMol25 structures with the same formula, charge and spin   537.13 kJ/mol
Maximum force   4.1 eV Å⁻¹

---

The lowest maximum force belongs to which entry? C55H41IMnN6O5S

---

maximum force of number 1 (C55H41IMnN6O5S)? 1.3 eV Å⁻¹

---

What is the formula in the first record? C55H41IMnN6O5S